No. 1
{
  "formula": "C30H48ClN6S4",
  "method": "ωB97M-V/def2-TZVPD",
  "species": ["C", "C", "C", "C", "N", "C", "C", "C", "C", "N", "C", "N", "C", "C", "C", "Cl", "C", "S", "C", "S", "C", "S", "S", "C", "C", "C", "H", "H", "H", "H", "H", "H", "H", "H", "H", "H", "H", "H", "H", "H", "H", "H", "H", "H", "H", "H", "H", "H", "H", "H", "H", "H", "H", "H", "H", "H", "H", "H", "H", "N", "C", "C", "C", "C", "H", "H", "H", "H", "H", "N", "C", "C", "C", "C", "H", "H", "H", "H", "H", "N", "C", "C", "C", "C", "H", "H", "H", "H", "H"],
  "positions_angstrom": [[-0.148, 1.235, 1.779], [1.216, 0.312, 1.545], [1.876, 0.502, 0.040], [2.002, -0.923, -0.802], [1.072, -1.019, -1.991], [-0.339, -0.789, -1.491], [-1.479, -1.696, -2.312], [-2.848, -1.812, -1.358], [-4.241, -1.541, -2.227], [-4.651, -0.086, -2.167], [-3.589, 0.978, -2.339], [-4.226, 2.342, -2.199], [-3.279, 3.520, -2.300], [-3.626, 4.741, -1.263], [-2.329, 5.455, -0.563], [-0.786, 5.474, -1.590], [-5.719, 2.245, -1.981], [-6.915, 3.676, -1.808], [-5.985, 0.598, -1.962], [-7.638, -0.256, -1.735], [1.456, -0.089, -3.120], [0.329, 0.762, -4.120], [3.287, 0.207, -3.579], [3.656, 2.057, -3.485], [4.892, 2.233, -2.407], [4.436, 3.415, -1.352], [-1.008, 0.542, 2.220], [-0.536, 1.673, 0.765], [0.031, 2.070, 2.614], [0.883, -0.798, 1.774], [1.982, 0.611, 2.407], [2.956, 0.973, 0.225], [1.244, 1.321, -0.506], [1.662, -1.767, -0.029], [3.136, -1.192, -1.054], [-0.646, 0.359, -1.429], [-0.411, -1.180, -0.365], [-1.722, -1.235, -3.370], [-1.030, -2.787, -2.486], [-2.748, -1.028, -0.473], [-2.854, -2.888, -0.857], [-4.119, -1.935, -3.328], [-5.068, -2.216, -1.694], [-2.437, 0.914, -2.546], [-2.185, 3.077, -2.187], [-3.344, 3.895, -3.432], [-4.262, 4.258, -0.376], [-4.354, 5.472, -1.825], [-2.622, 6.598, -0.382], [-2.202, 4.989, 0.511], [-7.697, 3.758, -2.988], [-7.605, -1.599, -2.145], [2.640, 2.563, -3.122], [3.974, 2.466, -4.547], [4.980, 1.221, -1.825], [5.856, 2.481, -3.027], [3.564, 3.010, -0.657], [5.402, 3.727, -0.732], [4.016, 4.317, -2.006], [-0.513, -5.104, 0.424], [-1.294, -4.378, 1.286], [-2.110, -5.257, 1.963], [-1.806, -6.559, 1.498], [-0.815, -6.435, 0.550], [0.178, -4.718, -0.206], [-1.203, -3.302, 1.342], [-2.843, -4.989, 2.713], [-2.261, -7.486, 1.820], [-0.301, -7.178, -0.045], [7.548, 1.902, 2.020], [7.378, 1.195, 0.859], [6.399, 0.251, 1.075], [5.959, 0.398, 2.412], [6.683, 1.427, 2.971], [8.208, 2.657, 2.154], [7.967, 1.422, -0.019], [6.039, -0.465, 0.347], [5.195, -0.183, 2.912], [6.658, 1.859, 3.963], [-1.338, -1.993, 5.612], [-0.158, -1.810, 4.939], [0.311, -3.048, 4.558], [-0.623, -4.010, 5.012], [-1.632, -3.331, 5.657], [-1.903, -1.255, 6.012], [0.247, -0.818, 4.790], [1.225, -3.237, 4.011], [-0.565, -5.083, 4.882], [-2.531, -3.684, 6.144]],
  "mulliken_charge": [-0.749, -0.070, 0.267, -1.009, 0.148, 0.276, -0.388, -0.469, -0.621, 0.258, -0.010, 0.235, -0.228, -0.519, -0.511, -0.180, -0.057, -0.196, 0.269, -0.189, -0.020, -0.176, -0.109, -0.428, -0.190, -0.820, 0.189, 0.070, 0.301, -0.167, 0.363, 0.002, 0.155, 0.327, 0.355, -0.263, -0.212, 0.325, 0.261, 0.298, 0.254, 0.225, 0.348, -0.076, 0.172, 0.251, 0.240, 0.312, 0.348, 0.283, 0.214, 0.213, 0.197, 0.383, 0.054, 0.341, 0.118, 0.278, 0.318, 0.106, -0.427, -0.675, -0.568, -0.540, 0.209, 0.618, 0.449, 0.412, 0.408, 0.011, -0.722, -0.164, -0.463, -0.582, 0.204, 0.408, 0.480, 0.454, 0.385, -0.003, -0.663, -0.259, -0.441, -0.622, 0.210, 0.476, 0.447, 0.455, 0.409],
  "e_lumo_ha": -0.1249,
  "total_charge": 1,
  "homo_lumo_gap_ha": 0.236,
  "homo_energy_ev": -9.8
}

---

No. 2
{
  "formula": "C30H48F6O27P",
  "method": "ωB97M-V/def2-TZVPD",
  "species": ["P", "F", "F", "F", "F", "F", "F", "C", "C", "O", "C", "O", "O", "H", "H", "H", "H", "C", "C", "O", "C", "O", "O", "H", "H", "H", "H", "C", "C", "O", "C", "O", "O", "H", "H", "H", "H", "C", "C", "O", "C", "O", "O", "H", "H", "H", "H", "C", "C", "O", "C", "O", "O", "H", "H", "H", "H", "C", "C", "O", "C", "O", "O", "H", "H", "H", "H", "C", "C", "O", "C", "O", "O", "C", "H", "H", "H", "H", "H", "H", "H", "H", "C", "C", "O", "C", "O", "O", "C", "H", "H", "H", "H", "H", "H", "H", "H", "C", "C", "O", "C", "O", "O", "C", "H", "H", "H", "H", "H", "H", "H", "H"],
  "positions_angstrom": [[0.850, -0.094, -0.144], [0.281, -1.623, -0.270], [-0.649, 0.475, 0.089], [1.091, -0.271, 1.464], [1.501, 1.404, -0.177], [2.428, -0.589, -0.361], [0.650, -0.098, -1.777], [-2.108, -0.062, 1.661], [-3.363, -0.352, 0.869], [-4.314, 0.487, 1.491], [-3.786, 1.354, 2.290], [-4.474, 2.158, 2.867], [-2.477, 1.047, 2.489], [-1.234, 0.215, 1.071], [-1.754, -0.835, 2.343], [-3.576, -1.409, 1.025], [-3.254, 0.006, -0.155], [1.728, -2.434, 1.534], [0.334, -2.323, 2.062], [-0.103, -3.615, 1.911], [0.731, -4.368, 1.282], [0.618, -5.512, 0.904], [1.806, -3.659, 0.932], [2.375, -2.321, 2.403], [2.026, -1.636, 0.854], [-0.360, -1.685, 1.513], [0.412, -2.104, 3.126], [-0.262, 1.094, -2.762], [-1.038, 1.796, -1.588], [-1.480, 2.997, -2.130], [-1.075, 3.073, -3.474], [-1.414, 4.013, -4.234], [-0.425, 1.979, -3.876], [-0.695, 0.134, -3.041], [0.794, 1.051, -2.495], [-0.371, 2.004, -0.751], [-1.760, 1.109, -1.146], [4.007, 0.569, -0.409], [3.948, 2.012, 0.038], [4.679, 2.576, -0.978], [5.594, 1.694, -1.430], [6.620, 1.983, -2.114], [5.262, 0.514, -0.964], [3.214, 0.380, -1.133], [3.922, -0.049, 0.485], [4.415, 2.161, 1.011], [2.940, 2.426, 0.035], [0.782, -2.582, -1.360], [2.253, -2.302, -1.235], [2.852, -3.289, -2.080], [1.869, -3.793, -2.895], [2.060, -4.541, -3.864], [0.749, -3.350, -2.508], [0.216, -1.705, -1.674], [0.362, -3.202, -0.568], [2.501, -2.590, -0.213], [2.738, -1.329, -1.315], [-1.747, -1.937, -0.273], [-1.122, -3.276, -0.381], [-1.983, -4.180, 0.225], [-2.758, -3.483, 1.143], [-3.425, -4.086, 2.009], [-2.514, -2.161, 0.957], [-2.296, -1.648, -1.170], [-1.103, -1.087, -0.047], [-0.249, -3.256, 0.271], [-0.716, -3.603, -1.338], [-2.645, -3.026, 4.530], [-2.243, -1.592, 4.396], [-0.831, -1.529, 3.952], [-0.327, -0.326, 3.670], [-0.865, 0.750, 3.785], [0.925, -0.519, 3.313], [1.832, 0.503, 3.005], [-2.498, -3.473, 3.547], [-3.702, -3.204, 4.731], [-1.983, -3.513, 5.247], [-2.357, -0.956, 5.273], [-2.852, -1.198, 3.582], [1.948, 1.239, 3.801], [1.414, 1.128, 2.216], [2.827, 0.215, 2.664], [-4.748, 4.758, -0.522], [-4.463, 3.715, 0.590], [-3.126, 3.776, 0.984], [-2.192, 2.984, 0.531], [-2.312, 2.133, -0.360], [-1.009, 3.200, 1.244], [0.044, 2.265, 1.264], [-4.379, 5.758, -0.294], [-5.829, 4.895, -0.491], [-4.516, 4.512, -1.558], [-4.688, 2.703, 0.252], [-5.166, 4.084, 1.337], [0.091, 1.617, 0.389], [0.201, 1.845, 2.257], [0.970, 2.805, 1.066], [3.025, 3.428, -1.981], [2.571, 2.008, -2.396], [2.388, 1.910, -3.804], [1.756, 0.896, -4.408], [1.297, 1.031, -5.519], [1.762, -0.179, -3.609], [1.273, -1.450, -4.078], [3.877, 3.589, -2.641], [3.252, 3.294, -0.923], [2.219, 4.078, -2.320], [1.690, 1.643, -1.867], [3.332, 1.269, -2.147], [1.806, -1.670, -5.003], [0.228, -1.408, -4.384], [1.277, -2.256, -3.344]],
  "mulliken_charge": [3.671, -1.243, -1.051, -0.471, -0.164, -1.326, 0.278, 0.331, -0.148, -0.531, 0.301, -0.688, -0.639, -0.104, -0.337, 1.111, 0.091, 0.524, 0.300, -0.612, 0.955, -0.649, -0.410, 0.954, -0.209, 1.346, 0.883, 0.834, 0.994, -0.617, 0.348, -0.711, -0.440, 0.039, -2.355, 1.049, 0.204, 0.419, 0.060, -0.394, 0.516, -0.665, -0.532, 0.011, 0.685, 0.650, -0.229, 1.763, 0.097, -0.621, 0.594, -0.728, -0.708, -0.586, -0.098, 0.437, -1.013, -0.029, 0.102, -0.542, 0.367, -0.656, -0.940, 0.690, -0.140, -0.445, 0.794, -1.034, 0.257, -0.389, 0.599, -0.451, -0.144, -0.242, 0.161, 0.399, 0.360, 0.499, -0.069, 0.352, -0.445, 0.342, -1.488, 0.001, -0.365, 0.547, -0.445, -0.442, 0.165, 0.335, 0.466, 0.321, 0.199, 0.431, -3.221, 0.981, -0.232, -2.046, 1.693, -0.472, 0.519, -0.641, -0.091, -1.761, 0.334, 0.255, 0.633, 0.271, 0.943, 0.354, 0.362, 0.830],
  "e_lumo_ha": 0.0648,
  "total_charge": -1,
  "de_lowest_kcal_mol": 1184.6,
  "homo_lumo_gap_ha": 0.323,
  "homo_energy_ev": -7.0
}

---

no.,total energy (Eh),largest force on an atom (eV Å⁻¹)
1,-3552.691452,5.4
2,-4142.398682,17.8